Entry 1:
{
  "formula": "C2H5NO5",
  "method": "ωB97M-V/def2-TZVPD",
  "smiles": "O=[N+]([O-])O[C@H](O)CO",
  "total_energy_ev": -13877.7501,
  "e_above_lowest_kcal_mol": 124.79,
  "gap_ev": 11.209,
  "homo_energy_ev": -10.82,
  "symbols": ["O", "O", "O", "O", "O", "N", "C", "C", "H", "H", "H", "H", "H"],
  "coordinates": [[-2.87882, -1.10815, -0.18579], [0.14796, 1.71036, -0.27393], [1.57220, -1.46781, 0.42402], [-2.31696, 0.78766, 0.65916], [-0.91284, -0.43047, -0.42154], [-2.14404, -0.20589, 0.05939], [0.14139, 0.33410, 0.14623], [1.60043, -0.23419, -0.17012], [-0.73418, 2.07953, -0.30674], [1.81086, -0.21487, -1.29121], [-0.05860, 0.34625, 1.26205], [1.57665, -2.08985, -0.27611], [2.19595, 0.49335, 0.37460]]
}


Entry 2:
{
  "formula": "C2H5NO5S2",
  "method": "ωB97M-V/def2-TZVPD",
  "total_energy_ev": -35546.6053,
  "e_above_lowest_kcal_mol": 24.35,
  "gap_ev": [8.914, 6.372],
  "homo_energy_ev": [-9.49, -9.42],
  "symbols": ["S", "S", "O", "O", "O", "O", "O", "N", "C", "C", "H", "H", "H", "H", "H"],
  "coordinates": [[0.52899, 1.32108, -1.61165], [-0.33215, -1.60118, -0.81308], [0.56361, 0.64181, 1.24261], [-1.37864, -0.94359, -0.05830], [-3.23943, 1.25465, -0.40880], [-3.43967, 0.07479, 1.48418], [0.47210, -2.55522, -0.08520], [-2.95798, 0.69263, 0.60921], [1.10819, -0.17549, -0.95207], [1.63497, 0.11674, 0.46441], [1.94643, -0.92644, 0.91811], [1.88738, -0.56845, -1.65504], [0.73477, 2.05715, -0.61011], [-0.12427, -0.04334, 1.08349], [2.59570, 0.65484, 0.39225]]
}


Entry 3:
{
  "formula": "C2H5NOP2",
  "method": "ωB97M-V/def2-TZVPD",
  "total_energy_ev": -24266.9976,
  "e_above_lowest_kcal_mol": 48.39,
  "gap_ev": 9.610,
  "homo_energy_ev": -8.80,
  "symbols": ["P", "P", "O", "N", "C", "C", "H", "H", "H", "H", "H"],
  "coordinates": [[1.20599, -1.68465, 0.49258], [-1.74878, -1.70630, -0.18271], [2.49078, -1.12261, -0.53594], [-0.16850, -1.10240, -0.44257], [0.36490, -0.04796, 0.35333], [1.75611, 0.25317, -0.44507], [-2.08903, -0.56515, -0.86930], [-1.76100, -0.95942, 1.11492], [2.58198, 0.84723, -0.05271], [1.65898, 0.46590, -1.56388], [-0.16180, 0.60903, 0.93173]]
}


Entry 4:
{
  "formula": "C2H5NOP2",
  "method": "ωB97M-V/def2-TZVPD",
  "total_energy_ev": -24267.3908,
  "e_above_lowest_kcal_mol": 39.32,
  "gap_ev": 9.284,
  "homo_energy_ev": -8.59,
  "symbols": ["P", "P", "O", "N", "C", "C", "H", "H", "H", "H", "H"],
  "coordinates": [[-1.90376, -1.00894, 0.00932], [-0.71894, 0.63503, 2.24431], [-2.11800, -0.43621, -1.65737], [-0.93868, 0.28403, 0.55420], [-0.63522, -0.24839, -1.74586], [-0.10226, -0.63877, -0.29280], [-0.12021, 1.78006, 1.78903], [0.82424, -1.18275, -0.05261], [-0.13315, -0.79812, -2.60794], [-0.59397, 0.86997, -1.96297], [-1.96694, 1.43034, 2.47915]]
}


Entry 5:
{
  "formula": "C2H5NOS",
  "method": "ωB97M-V/def2-TZVPD",
  "smiles": "CSCN=O",
  "total_energy_ev": -16523.9913,
  "e_above_lowest_kcal_mol": 101.24,
  "gap_ev": 8.381,
  "homo_energy_ev": -9.21,
  "symbols": ["S", "O", "N", "C", "C", "H", "H", "H", "H", "H"],
  "coordinates": [[0.10597, -0.64818, -1.29431], [-1.36247, 0.81889, 1.30431], [-1.56940, -0.22677, 0.70761], [-0.60669, -1.16574, 0.60980], [0.87891, 0.91791, -0.85311], [0.43122, -1.09871, 1.21333], [1.77417, 1.05558, -1.44731], [1.25244, 0.74641, 0.21725], [0.10295, 1.82271, -0.88844], [-1.00710, -2.22209, 0.43087]]
}


Entry 6:
{
  "formula": "C2H5NOS",
  "method": "ωB97M-V/def2-TZVPD",
  "smiles": "CSNC=O",
  "total_energy_ev": -16524.3661,
  "e_above_lowest_kcal_mol": 92.59,
  "gap_ev": 9.044,
  "homo_energy_ev": -8.65,
  "symbols": ["S", "O", "N", "C", "C", "H", "H", "H", "H", "H"],
  "coordinates": [[1.32619, -0.57309, 0.10523], [-2.35136, 0.21094, -0.22981], [-0.26210, -0.67662, -0.30958], [1.01681, 1.34561, -0.11692], [-1.28644, 0.00369, 0.52577], [-1.19120, 0.19240, 1.57514], [-0.73979, -1.49891, -0.94152], [1.03218, 1.41084, -1.22719], [0.02936, 1.76162, 0.41968], [1.91382, 2.25641, 0.04276]]
}


Entry 7:
{
  "formula": "C2H5NOS",
  "method": "ωB97M-V/def2-TZVPD",
  "smiles": "OC/C=N/S",
  "total_energy_ev": -16526.1228,
  "e_above_lowest_kcal_mol": 52.08,
  "gap_ev": 9.523,
  "homo_energy_ev": -9.02,
  "symbols": ["S", "O", "N", "C", "C", "H", "H", "H", "H", "H"],
  "coordinates": [[1.07603, 1.96340, -1.41755], [-1.38602, -1.39758, 0.05996], [0.11351, 1.12227, -0.22209], [-0.26020, -1.04404, 0.79700], [0.58187, -0.13090, -0.01663], [1.47472, -0.45606, -0.54674], [-1.92776, -0.62467, -0.05230], [0.58713, 3.22550, -1.27496], [0.36694, -1.91967, 0.89856], [-0.62622, -0.73825, 1.77473]]
}


Entry 8:
{
  "formula": "C2H5NOS",
  "method": "ωB97M-V/def2-TZVPD",
  "smiles": "CS/C=N\\O",
  "total_energy_ev": -16525.7277,
  "e_above_lowest_kcal_mol": 61.20,
  "gap_ev": 9.662,
  "homo_energy_ev": -8.99,
  "symbols": ["S", "O", "N", "C", "C", "H", "H", "H", "H", "H"],
  "coordinates": [[0.25170, -0.80652, -0.32017], [-2.68809, -0.76936, 0.11127], [-2.16109, 0.43370, -0.14938], [-0.90017, 0.53123, -0.25350], [1.76313, 0.00044, 0.15562], [1.73880, 0.28497, 1.19556], [1.95872, 0.89124, -0.46844], [-1.95316, -1.42844, 0.12103], [-0.61591, 1.58844, -0.36428], [2.60608, -0.72569, -0.02770]]
}